78
Properties=species:S:1:pos:R:3 method="wB97M-V/def2-TZVPD" molar_mass_g_mol=772.08 multiplicity=1 e_tot_ha=-5999.13566
Cl -0.680 9.863 0.233
C 0.779 9.290 1.033
Cl 1.870 10.653 1.391
Cl 0.285 8.423 2.551
Cl 1.688 8.140 -0.012
Cl 6.839 -7.089 -2.174
C 5.205 -7.488 -1.551
Cl 4.083 -6.237 -2.139
Cl 4.559 -9.025 -2.189
Cl 5.355 -7.603 0.244
C -0.632 -0.900 -0.019
N 0.395 -0.866 1.101
C 0.444 -1.987 2.072
C 1.199 0.240 1.205
O 1.886 0.472 2.239
H -0.612 0.101 -0.451
H -1.505 -1.197 0.561
H -0.470 -1.663 -0.780
H 0.431 -2.891 1.463
H 1.382 -1.917 2.622
H -0.379 -1.898 2.782
H 1.160 0.924 0.344
C 3.491 6.032 -9.120
N 3.169 5.220 -7.950
C 4.077 5.200 -6.856
C 2.033 4.499 -7.838
O 1.650 3.880 -6.852
H 4.410 6.610 -9.018
H 2.656 6.716 -9.266
H 3.677 5.338 -9.940
H 4.987 4.730 -7.228
H 4.284 6.236 -6.587
H 3.725 4.729 -5.939
H 1.540 4.545 -8.821
C 1.840 -6.290 8.958
N 0.946 -7.447 8.790
C -0.148 -7.185 7.847
C 0.938 -8.485 9.631
O 1.776 -8.544 10.525
H 2.250 -5.974 7.999
H 2.683 -6.425 9.636
H 1.331 -5.372 9.252
H -0.779 -8.039 7.601
H -0.743 -6.330 8.170
H 0.318 -6.869 6.915
H 0.104 -9.198 9.547
C 0.640 -2.340 -8.979
N -0.728 -2.030 -9.314
C -1.703 -2.251 -8.219
C -1.113 -1.599 -10.553
O -2.243 -1.115 -10.742
H 0.792 -3.319 -8.525
H 1.057 -1.653 -8.243
H 1.358 -2.466 -9.790
H -1.909 -3.305 -8.037
H -1.254 -1.734 -7.371
H -2.669 -1.781 -8.409
H -0.287 -1.740 -11.267
C -3.154 1.170 7.753
N -2.336 0.367 8.653
C -3.130 -0.549 9.555
C -1.035 0.562 8.768
O -0.325 0.070 9.691
H -2.636 1.797 7.027
H -3.685 1.900 8.365
H -3.861 0.503 7.260
H -2.460 -1.154 10.166
H -3.758 0.013 10.246
H -3.720 -1.287 9.013
H -0.561 1.137 7.957
Cl -5.305 5.402 0.095
C -5.983 6.127 -1.329
C -5.271 5.639 -2.581
Cl -5.334 3.828 -2.598
H -5.950 7.206 -1.182
H -6.982 5.697 -1.390
H -4.233 5.963 -2.503
H -5.717 6.021 -3.499

71
Properties=species:S:1:pos:R:3 method="wB97M-V/def2-TZVPD" molar_mass_g_mol=858.79 multiplicity=1 charge=+2 e_tot_ha=-4917.33896
Pb 0.061 -0.086 -0.068
C -2.926 0.817 -0.982
N -2.373 0.514 0.353
C -2.970 -0.712 0.909
C -2.646 -1.919 0.064
C -3.467 -3.032 0.056
C -3.140 -4.096 -0.769
C -2.022 -4.001 -1.584
C -1.252 -2.857 -1.520
N -1.549 -1.847 -0.694
C -2.585 1.664 1.257
C -1.356 2.394 1.770
C -1.557 3.391 2.716
C -0.481 4.151 3.138
C 0.769 3.901 2.590
C 0.886 2.876 1.674
N -0.147 2.119 1.284
C -2.093 1.874 -1.656
C -2.648 2.825 -2.496
C -1.817 3.758 -3.093
C -0.459 3.728 -2.814
C 0.015 2.752 -1.962
N -0.785 1.836 -1.408
H -3.965 1.150 -0.900
H -2.916 -0.086 -1.590
H -4.057 -0.613 0.990
H -2.577 -0.852 1.917
H -4.354 -3.056 0.675
H -3.764 -4.978 -0.795
H -1.755 -4.793 -2.269
H -0.385 -2.715 -2.149
H -3.191 1.352 2.109
H -3.182 2.415 0.732
H -2.551 3.574 3.104
H -0.617 4.932 3.873
H 1.636 4.483 2.867
H 1.844 2.648 1.228
H -3.715 2.829 -2.676
H -2.225 4.507 -3.759
H 0.222 4.447 -3.246
H 1.066 2.704 -1.705
S 0.856 -2.656 3.693
C 0.017 -1.255 4.186
C -0.263 -0.430 3.140
C 0.200 -0.974 1.914
C 0.833 -2.176 2.048
C 1.510 -2.940 0.991
C 2.124 -4.166 1.218
C 2.778 -4.786 0.168
C 2.799 -4.168 -1.074
C 2.150 -2.954 -1.213
N 1.517 -2.351 -0.206
H -0.222 -1.103 5.227
H -0.762 0.517 3.268
H 2.095 -4.627 2.196
H 3.269 -5.738 0.317
H 3.304 -4.614 -1.918
H 2.127 -2.446 -2.171
Br 3.257 0.537 2.216
C 3.496 0.740 0.355
C 4.763 1.059 -0.112
C 4.956 1.145 -1.478
C 3.895 0.869 -2.330
C 2.673 0.549 -1.774
N 2.459 0.529 -0.448
C 1.544 0.120 -2.693
O 1.675 0.231 -3.884
O 0.486 -0.403 -2.116
H 5.568 1.220 0.590
H 5.930 1.399 -1.875
H 3.992 0.875 -3.406

10
Properties=species:S:1:pos:R:3 method="wB97M-V/def2-TZVPD" molar_mass_g_mol=104.13 multiplicity=1 e_tot_ha=-661.52457
H 1.188 0.133 -1.527
N 0.218 -0.199 -1.570
C -0.387 -0.288 -0.452
N -1.664 -0.774 -0.338
O 0.047 0.081 0.828
C 1.091 0.829 1.171
S 2.063 1.785 0.262
H -1.859 -1.174 0.588
H -1.866 -1.272 -1.195
H 1.169 0.879 2.233

51
Properties=species:S:1:pos:R:3 method="wB97M-V/def2-TZVPD" molar_mass_g_mol=439.36 multiplicity=1 e_tot_ha=-3719.82421
C -1.627 -2.141 2.083
C -2.346 -1.021 2.608
C -1.691 0.460 2.438
C -2.273 1.007 1.216
N -1.800 0.304 0.159
C -2.392 -0.379 -0.999
C -3.839 -0.724 -0.909
C -4.343 -1.848 -0.930
C -5.692 -2.085 -0.700
C -6.542 -1.028 -1.106
C -6.014 0.453 -0.864
Br -7.347 1.696 -0.852
C -4.726 0.420 -0.878
N -1.628 -0.984 -1.812
C -0.275 -0.623 -1.431
C 0.840 -0.700 -1.992
C 1.931 -0.206 -1.591
N 3.306 -0.739 -2.113
C 4.475 0.084 -1.503
O 5.506 -0.310 -2.189
C 4.189 0.894 -0.280
C 5.337 1.700 0.355
C 6.147 2.594 -0.788
C 6.435 0.382 0.769
N 3.142 1.024 0.150
C 1.935 0.555 -0.316
C 0.853 1.040 0.126
C -0.407 0.381 -0.212
H -2.130 -3.005 2.091
H -0.812 -2.098 2.485
H -1.549 -1.984 0.875
H -2.543 -1.332 3.718
H -3.365 -1.144 2.201
H -2.124 0.978 3.259
H -0.741 0.091 2.382
H -3.410 1.219 1.017
H -1.653 2.045 1.174
H -3.751 -2.592 -0.881
H -6.000 -3.187 -0.847
H -7.775 -1.120 -0.706
H -4.369 1.358 -0.872
H 0.981 -1.545 -2.820
H 3.334 -1.226 -2.907
H 5.091 2.348 0.961
H 6.464 1.913 -1.483
H 5.460 3.387 -1.490
H 7.073 3.025 -0.397
H 5.964 0.112 1.484
H 7.187 1.033 1.352
H 6.831 -0.110 0.046
H 0.683 1.628 0.918

36
Properties=species:S:1:pos:R:3 method="wB97M-V/def2-TZVPD" s_squared=1.092 molar_mass_g_mol=347.21 multiplicity=2 charge=+3 e_tot_ha=-2190.19784
Mn 0.337 0.988 0.745
O -3.422 -0.113 1.482
C -2.168 0.054 1.433
O -1.568 0.790 0.596
C -1.299 -0.692 2.376
C -1.616 -1.670 3.301
C -0.558 -2.330 3.938
C 0.764 -2.044 3.595
C 0.976 -1.051 2.651
N -0.028 -0.379 2.111
C 2.268 -0.675 2.019
O 3.385 -0.890 2.135
O 1.792 0.260 0.815
H -3.943 0.363 0.798
H -2.648 -1.928 3.506
H -0.768 -3.100 4.671
H 1.598 -2.587 4.025
C 3.078 5.891 -0.915
C 2.363 6.566 0.249
C 3.037 6.287 1.587
C 0.864 6.228 0.276
N 0.653 4.764 0.484
C 0.687 4.068 1.628
N 0.535 2.799 1.280
N 0.433 2.780 -0.055
N 0.495 3.944 -0.558
H 4.099 6.262 -0.985
H 2.589 6.089 -1.870
H 3.150 4.807 -0.777
H 2.357 7.647 0.080
H 3.135 5.211 1.780
H 2.516 6.760 2.422
H 4.055 6.675 1.579
H 0.371 6.450 -0.668
H 0.342 6.723 1.094
H 0.802 4.482 2.619

22
Properties=species:S:1:pos:R:3 method="wB97M-V/def2-TZVPD" s_squared=2.008 molar_mass_g_mol=151.23 multiplicity=3 e_tot_ha=-801.47399
C -1.241 1.247 -0.490
C -2.090 -1.110 -0.233
C -0.879 0.001 1.669
C 2.548 -0.613 -1.395
C -0.986 -0.121 0.149
N 1.969 1.522 0.098
O 2.151 -0.733 1.245
O 0.227 -0.666 -0.373
S 1.719 -0.006 0.081
H -2.065 1.749 0.011
H -0.343 1.858 -0.414
H -1.492 1.132 -1.545
H -2.119 -1.236 -1.312
H -3.052 -0.736 0.108
H -1.900 -2.078 0.224
H -1.848 0.222 2.107
H -0.501 -0.930 2.084
H -0.180 0.794 1.928
H 3.615 -0.522 -1.235
H 2.219 0.005 -2.220
H 2.258 -1.647 -1.529
H 1.990 1.870 1.041